(1)
# C30H60F2Li2NO34S2

A structure of composition C30H60F2Li2NO34S2 at a distorted geometry (the ωB97M-V functional and the def2-TZVPD basis, OMol25).

The geometry in XYZ format:
```
131
Properties=species:S:1:pos:R:3
Li 2.5545 -0.2872 1.1172
Li 2.1157 -2.2969 0.0947
N 0.9420 -0.8137 0.1265
S 0.3662 -0.0122 -1.3380
O -0.0794 1.3974 -1.2785
O -0.2469 -0.8130 -2.3578
F 1.8790 0.1151 -1.9023
S -0.4338 -1.0394 0.6670
O -1.1733 -2.1640 0.1375
O -1.1925 0.0767 1.1650
F 0.0447 -1.6720 2.1239
C -1.7800 2.0591 -3.8062
O -2.5993 2.9583 -4.5551
C -2.1609 3.2246 -5.8031
O -1.0846 2.7948 -6.2950
O -2.9496 4.0699 -6.3326
C -2.7818 4.7879 -7.5155
H -0.7021 2.1754 -3.9192
H -1.9541 1.0514 -4.1835
H -2.0635 2.0234 -2.7543
H -1.8211 4.4740 -7.9236
H -2.6210 5.8659 -7.5030
H -3.5081 4.5949 -8.3050
C 4.1544 2.0837 -2.4522
O 4.7923 2.5290 -1.2739
C 4.4233 2.1217 -0.1214
O 3.5024 1.3533 0.1237
O 5.2261 2.6657 0.8175
C 6.4387 3.4462 0.4950
H 4.1524 1.0054 -2.6110
H 4.6355 2.5931 -3.2872
H 3.1242 2.3984 -2.6187
H 6.9478 3.8824 1.3545
H 6.0050 4.2784 -0.0595
H 7.1878 2.9856 -0.1491
C 3.5477 1.2369 4.7554
O 2.7633 2.3275 4.2787
C 2.0933 2.1183 3.1747
O 1.8637 1.0834 2.5650
O 1.6752 3.3401 2.7936
C 0.9551 3.4246 1.5916
H 3.9671 1.5417 5.7142
H 4.4103 1.0028 4.1315
H 2.9262 0.3472 4.8566
H 0.3584 2.5333 1.3978
H 1.6226 3.5125 0.7343
H 0.3708 4.3444 1.5669
C -1.1261 2.1724 7.5224
O -1.7307 1.1444 6.7550
C -2.1008 1.2309 5.4955
O -1.9556 2.2386 4.7910
O -2.7569 0.1716 5.1586
C -3.3502 0.0242 3.8268
H -0.1945 2.4058 7.0068
H -0.9692 1.7827 8.5282
H -1.8036 3.0232 7.5941
H -2.5134 0.1531 3.1403
H -4.0769 0.7945 3.5686
H -3.8159 -0.9463 3.6559
C -7.1464 0.3268 -4.0771
O -6.5283 -0.1881 -2.9348
C -5.4239 0.3879 -2.4464
O -4.7878 1.2094 -3.0556
O -5.3008 0.0284 -1.1625
C -4.2744 0.6332 -0.3682
H -8.1972 0.4401 -3.8104
H -7.2478 -0.4396 -4.8455
H -6.8167 1.3192 -4.3844
H -3.2618 0.4703 -0.7373
H -4.2320 0.0311 0.5395
H -4.4817 1.6836 -0.1636
C -1.2468 -5.2104 1.3326
O -0.0126 -5.7959 1.2469
C 1.1124 -5.0879 0.9256
O 1.1973 -3.8959 0.8639
O 2.1364 -5.9763 0.8187
C 3.4509 -5.6179 0.6185
H -1.9738 -5.9844 1.5788
H -1.7389 -4.7203 0.4926
H -1.0862 -4.4211 2.0670
H 3.5759 -4.6697 0.0956
H 3.7120 -6.5005 0.0347
H 3.9077 -5.5767 1.6073
C 2.3357 8.7981 -0.7515
O 2.1053 7.6358 -1.5864
C 1.6883 6.5297 -1.1061
O 1.7571 6.2139 0.0865
O 1.1717 5.8178 -2.1216
C 0.4044 4.6934 -1.7940
H 3.3475 8.7040 -0.3571
H 1.5188 8.8218 -0.0303
H 2.3582 9.6434 -1.4393
H -0.2077 4.7917 -0.8975
H 1.0393 3.8095 -1.7326
H -0.3690 4.5128 -2.5406
C -2.3378 -6.5862 -4.8259
O -2.7303 -5.1838 -5.1458
C -3.0759 -4.3870 -4.1668
O -3.3357 -4.7385 -2.9794
O -3.1222 -3.1735 -4.6064
C -3.3509 -2.0077 -3.7628
H -3.1507 -7.0139 -4.2390
H -1.3623 -6.6319 -4.3419
H -2.2843 -7.1137 -5.7783
H -3.6614 -1.1567 -4.3690
H -2.4308 -1.7024 -3.2644
H -4.0673 -2.0992 -2.9464
C -0.0176 -1.8350 9.8850
O -0.4097 -2.0177 8.4690
C 0.5755 -2.4694 7.5874
O 1.7170 -2.8848 7.8124
O 0.0784 -2.3764 6.3481
C 0.7679 -2.9983 5.2457
H 0.8497 -1.1749 9.8926
H 0.1709 -2.6612 10.5705
H -0.8008 -1.1670 10.2432
H 0.7688 -2.3518 4.3681
H 0.2050 -3.8879 4.9632
H 1.8089 -3.2937 5.3769
C 4.4266 -3.0727 -3.5747
O 3.0552 -3.3811 -3.8910
C 2.2050 -3.6689 -2.8627
O 2.3689 -3.2523 -1.6859
O 1.2229 -4.5053 -3.3394
C 0.1406 -4.8005 -2.4629
H 4.8287 -3.8727 -2.9532
H 4.5337 -2.2061 -2.9223
H 5.0020 -2.9029 -4.4847
H -0.2477 -4.0010 -1.8319
H 0.4025 -5.5945 -1.7635
H -0.7280 -5.1675 -3.0096
```

Calculated values
- Maximum force: 0.2151 Eh/bohr
- ⟨S²⟩: 0.755
- E_HOMO (spin up / spin down): -0.4845 / -0.4845 hartree
- Orbital gap (spin up / spin down): 0.2631 / 0.0705 Eh
- Total charge: +2
- 2S+1: 2

=====

(2)
# C26H41ClF11IN5O5S

A cluster of 2 separate species, C26H41ClF11IN5O5S in total at a distorted geometry (the ωB97M-V functional and the def2-TZVPD basis, OMol25).

The geometry in XYZ format:
```
91
Properties=species:S:1:pos:R:3
C 3.3729 1.0503 -1.1243
C 2.0214 0.9477 -1.8294
C 0.8237 1.3552 -0.9333
C 0.2470 2.6454 -1.5568
C -0.1292 0.1832 -0.4910
I 1.2990 -1.4304 0.0054
C -0.8789 0.5225 0.8500
C -0.3542 0.1327 2.2073
C 0.9481 0.7519 2.7230
O 0.6830 1.1693 4.0357
C 1.8410 1.2487 4.8287
C 1.4149 1.6610 6.2283
F 0.4521 2.5978 6.2216
F 0.9292 0.5471 6.8572
C 2.6130 2.1495 7.0836
F 3.6848 1.3471 6.8397
F 2.2813 2.0178 8.3861
C 3.0116 3.6307 6.8643
F 2.9637 3.9376 5.5401
F 2.1228 4.4076 7.5139
C 4.4329 3.9509 7.3538
F 4.5667 3.6103 8.6511
F 4.6138 5.2900 7.2263
O -1.2811 1.9002 0.7319
C -0.7407 2.8034 1.4866
N -0.2837 3.6114 2.1401
N -2.2631 -0.2159 0.7159
S -3.6136 0.8277 1.3519
O -3.1060 1.3316 2.5757
O -4.1047 1.7115 0.3667
C -5.0541 -0.2799 1.8900
F -5.9248 -0.3724 0.9325
F -4.6177 -1.4629 2.2861
F -5.5507 0.3769 2.8921
C -2.3467 -1.0691 -0.5739
C -3.7108 -1.1104 -1.2401
N -4.5213 -2.2607 -0.8065
C -1.8672 -2.5212 -0.3675
C -2.1923 -3.2654 0.9410
N -2.9332 -4.5027 0.7063
C -1.2648 -0.3429 -1.4527
Cl -2.1802 1.0522 -2.2028
C -0.6835 -1.0959 -2.6527
C -1.5926 -1.5842 -3.7743
C -0.7371 -2.3520 -4.7785
N -1.5697 -2.8214 -5.8945
H 4.1543 0.6295 -1.7466
H 3.3710 0.6108 -0.1326
H 3.6062 2.1058 -0.9928
H 1.9038 0.0014 -2.3440
H 2.0867 1.6689 -2.6397
H 1.2910 1.6832 -0.0036
H -0.7041 2.9790 -1.1844
H 0.1399 2.5257 -2.6279
H 0.9816 3.4307 -1.4012
H -0.2775 -0.9460 2.2970
H -1.1062 0.4206 2.9432
H 1.7278 -0.0119 2.7272
H 1.3258 1.5659 2.1074
H 2.5353 1.9748 4.4080
H 2.3379 0.2841 4.9222
H 5.1738 3.4454 6.7369
H -2.2113 -0.9236 1.4673
H -4.2709 -0.1846 -1.1417
H -3.5683 -1.2471 -2.3029
H -4.5597 -2.3770 0.1908
H -5.4574 -2.1609 -1.1671
H -2.2449 -3.1343 -1.1767
H -0.8021 -2.5805 -0.4708
H -2.7118 -2.6353 1.6748
H -1.2638 -3.5647 1.4183
H -3.9265 -4.4127 0.8408
H -2.5785 -5.2523 1.2777
H 0.0212 -0.4046 -3.1065
H -0.0881 -1.9482 -2.3455
H -2.3237 -2.3035 -3.4122
H -2.0706 -0.7812 -4.3229
H 0.0851 -1.7364 -5.1345
H -0.2684 -3.1930 -4.2566
H -0.9619 -3.0400 -6.6751
H -1.9589 -3.7218 -5.6405
C 3.2813 -2.1328 -6.8323
C 3.0461 -0.8209 -6.1267
O 2.7959 -0.7743 -4.9428
C 3.1391 0.4287 -6.9652
H 3.1882 -2.9518 -6.1233
H 2.5517 -2.2632 -7.6331
H 4.2804 -2.1484 -7.2692
H 2.4035 0.3951 -7.7702
H 4.1329 0.5091 -7.4072
H 2.9520 1.3013 -6.3444
```

Calculated values
- Energy above the lowest of the compared OMol25 structures with the same formula, charge and spin: 9.5 kcal per mole
- Maximum force: 0.0382 Eh/bohr
- E_HOMO: -0.4357 hartree
- Orbital gap: 0.3073 Eh
- Total charge: +1
- 2S+1: 1

=====

(3)
# C5H8FFeO4

A structure of composition C5H8FFeO4 at a distorted geometry (the ωB97M-V functional and the def2-TZVPD basis, OMol25).

The geometry in XYZ format:
```
19
Properties=species:S:1:pos:R:3
C -1.2768 1.0977 -0.5095
O -0.7489 0.0912 0.3590
C -2.0937 0.4891 -1.6253
H -1.8918 1.7319 0.1402
H -0.4596 1.7237 -0.8937
H -2.4590 1.2973 -2.2727
H -1.4999 -0.1983 -2.2428
H -2.9557 -0.0575 -1.2222
C -0.1118 -1.4230 0.6055
O 1.4206 -0.2541 1.3371
C 1.3865 0.4605 0.2340
C 1.4210 -0.5331 -0.9126
O 0.6620 -1.6610 -0.4648
O -0.2146 -2.1652 1.5621
F 1.7554 -0.2258 5.1057
H 2.0280 1.3519 0.2500
H 0.9773 -0.0647 -1.8021
H 2.4503 -0.8543 -1.1175
Fe 1.6108 -0.8064 3.4695
```

Calculated values
- Maximum force: 0.0967 Eh/bohr
- ⟨S²⟩: 8.776
- E_HOMO (spin up / spin down): -0.6865 / -0.6759 hartree
- Orbital gap (spin up / spin down): 0.2876 / 0.1433 Eh
- Total charge: +2
- 2S+1: 6

=====

(4)
# C3H10NO

A cluster of 2 separate species, C3H10NO in total at a distorted geometry (the ωB97M-V functional and the def2-TZVPD basis, OMol25).

The geometry in XYZ format:
```
15
Properties=species:S:1:pos:R:3
C -0.8450 -2.6276 -0.2988
O -0.2309 -1.7195 0.6973
H -0.0127 -2.9539 -0.8977
H -1.3062 -3.4074 0.3386
H -1.4483 -2.0255 -0.9760
H -0.0007 -2.2256 1.4743
C 0.5802 1.7431 0.3485
C 1.2389 2.5485 -0.4726
N -0.4024 0.7740 -0.1759
H 0.6001 1.7132 1.4321
H 2.0081 3.3117 -0.3401
H 0.6969 2.6035 -1.4104
H -1.4183 0.8734 -0.0724
H -0.1248 0.8320 -1.1664
H -0.1755 -0.2261 0.1066
```

Calculated values
- Energy above the lowest of the compared OMol25 structures with the same formula, charge and spin: 42.9 kcal per mole
- Maximum force: 0.0428 Eh/bohr
- E_HOMO: -0.5609 hartree
- Orbital gap: 0.4430 Eh
- Total charge: +1
- 2S+1: 1

=====

(5)
# C13H33CuN3O6

A structure of composition C13H33CuN3O6 at a distorted geometry (the ωB97M-V functional and the def2-TZVPD basis, OMol25).

The geometry in XYZ format:
```
56
Properties=species:S:1:pos:R:3
Cu 2.5645 -7.5622 -1.6015
C 0.7488 -6.4562 -3.9236
O 0.3453 -5.3964 -3.2936
O 1.6410 -7.2408 -3.5542
O 0.1161 -6.5355 -5.0396
C 6.2500 -10.1685 -2.2856
C 4.8813 -9.5510 -2.5195
C 3.7975 -10.4791 -2.0142
O 2.5684 -9.8203 -2.1505
C 1.4648 -10.6781 -2.4530
N 4.7277 -8.2332 -1.8714
H 7.0211 -9.4873 -2.6768
H 6.3745 -11.0954 -2.8506
H 6.5330 -10.2947 -1.2363
H 4.7889 -9.4845 -3.6037
H 3.9969 -10.7728 -0.9687
H 3.7968 -11.3954 -2.6174
H 1.6016 -11.1193 -3.4394
H 0.5808 -10.0424 -2.4631
H 1.3101 -11.4087 -1.6505
H 5.3997 -7.5774 -2.2656
H 5.0486 -8.3725 -0.9132
C 1.8596 -9.2591 2.5687
C 1.8492 -9.0433 1.0451
C 0.4522 -8.6502 0.5905
O 0.4820 -8.0310 -0.6871
C -0.8014 -7.6593 -1.1474
N 2.8010 -7.9699 0.6446
H 1.3856 -8.4094 3.0697
H 2.8894 -9.3353 2.9206
H 1.3289 -10.1564 2.8936
H 2.1555 -9.9712 0.5579
H 0.0104 -7.9630 1.3320
H -0.2111 -9.5226 0.5330
H -0.9761 -8.0390 -2.1557
H -0.8903 -6.5705 -1.2099
H -1.6043 -8.0189 -0.4947
H 2.5529 -7.1880 1.2626
H 3.7096 -8.2253 1.0402
C 4.3253 -4.6591 -0.0033
C 3.3212 -4.3061 -1.0773
C 3.9975 -4.1804 -2.4181
O 4.7668 -5.3307 -2.6821
C 5.6082 -5.1905 -3.8100
N 2.2666 -5.3360 -1.1106
H 4.5836 -5.7223 -0.0180
H 3.9346 -4.4608 1.0013
H 5.2654 -4.1117 -0.1068
H 2.8945 -3.3373 -0.7950
H 4.6363 -3.2829 -2.4190
H 3.2658 -4.0424 -3.2313
H 5.8168 -4.1413 -4.0287
H 5.1546 -5.6706 -4.6816
H 6.5559 -5.6922 -3.5950
H 1.6243 -5.1121 -0.3506
H 1.6891 -5.1652 -1.9456
```

Calculated values
- Energy above the lowest of the compared OMol25 structures with the same formula, charge and spin: 26.9 kcal per mole
- Maximum force: 0.0267 Eh/bohr
- ⟨S²⟩: 0.758
- E_HOMO (spin up / spin down): -0.2365 / -0.2341 hartree
- Orbital gap (spin up / spin down): 0.2455 / 0.2242 Eh
- Total charge: 0
- 2S+1: 2

=====

> Among the records above, which one has the lowest maximum force?

C13H33CuN3O6